Record 1
58
Properties=species:S:1:pos:R:3 method="wB97M-V/def2-TZVPD" e_above_lowest_kj_mol=190.79 charge=+1 lumo_ev="-6.11 / -6.06" orbital_gap_ev="5.42 / 5.49"
Tc 1.2523 -0.0679 0.7650
C 1.2805 3.7481 -0.0413
C 0.8112 3.1528 1.2362
N 0.7376 1.8767 1.5679
C 0.2655 1.8017 2.8624
C 0.0242 3.0478 3.3230
N 0.3628 3.8859 2.2785
C -0.3747 3.5358 4.6785
O -1.3048 4.5176 4.6951
O 0.1107 3.1074 5.6725
C 0.0878 0.4454 3.4100
O -0.3810 0.1196 4.4396
O 0.6267 -0.4644 2.4971
H 1.8567 3.0178 -0.6018
H 1.9202 4.6105 0.1451
H 0.4341 4.0731 -0.6486
H 0.3730 4.8949 2.3113
H -1.7825 4.5626 3.8557
S 5.1359 -0.2295 -1.7179
As 4.9342 -0.7053 0.2388
S 3.3526 0.6187 1.1573
S 1.8760 0.3426 -1.3546
S 6.2430 -1.2709 1.6396
C -1.2083 -2.8738 -2.4744
C -1.5757 -1.6474 -3.2962
C -1.8341 -0.3661 -2.4663
C -2.0642 0.8419 -3.4016
C -2.2019 2.1645 -2.6550
C -3.0867 -0.5660 -1.6345
O -4.1500 -0.8028 -2.1386
N -2.9626 -0.4091 -0.2641
C -1.8334 -0.0721 0.4423
O -1.8584 0.2265 1.5968
N -0.5936 -0.0616 -0.3061
C -0.6456 -0.1120 -1.5962
O 0.4675 0.0807 -2.2637
H -1.1412 -3.7472 -3.1214
H -1.9431 -3.0940 -1.6974
H -0.2363 -2.7518 -1.9869
H -2.4949 -1.8141 -3.8578
H -0.7895 -1.4164 -4.0158
H -2.9744 0.6210 -3.9587
H -1.2409 0.8791 -4.1154
H -3.0078 2.1319 -1.9168
H -2.4341 2.9742 -3.3450
H -1.2747 2.4383 -2.1397
H -3.8122 -0.4805 0.2834
O 3.7116 -2.4208 0.0982
C 2.5970 -2.8401 0.4192
C 2.2992 -4.3129 0.5273
C 0.8647 -4.3728 1.0333
C 0.3763 -2.9493 0.9118
O -0.7529 -2.5560 1.0005
N 1.4827 -2.0925 0.6518
H 3.0377 -4.7785 1.1772
H 2.4213 -4.7484 -0.4658
H 0.8057 -4.6509 2.0865
H 0.2108 -5.0418 0.4797


Record 2
51
Properties=species:S:1:pos:R:3 method="wB97M-V/def2-TZVPD" multiplicity=5 e_above_lowest_kj_mol=87.89 charge=+2 lumo_ev="-6.80 / -8.59" s_squared=6.075 orbital_gap_ev="6.86 / 5.06"
Pt 0.2367 1.0108 0.0875
O 5.9812 1.9093 0.9419
C 5.0763 2.7243 0.3231
C 5.5954 3.9054 -0.1967
C 4.7771 4.7859 -0.8726
C 3.4248 4.5013 -1.0508
C 2.9110 3.3345 -0.5280
C 3.7197 2.4345 0.1698
C 3.1270 1.1798 0.7644
O 1.8256 1.2786 1.1756
N 3.2544 0.0787 -0.2288
N 2.2923 -0.7550 -0.4090
C 2.5002 -1.8045 -1.1886
C 1.5302 -2.7970 -1.3547
Br -0.1928 -2.5208 -0.6763
C 1.7551 -3.9791 -2.0524
C 3.0100 -4.5570 -2.3777
C 3.0748 -5.4048 -3.5082
C 4.2693 -5.9765 -3.8784
C 5.4086 -5.7624 -3.1036
C 5.3532 -4.9796 -1.9499
C 4.1715 -4.3746 -1.5893
H 5.5757 1.1925 1.4386
H 6.6472 4.1083 -0.0494
H 5.1928 5.7046 -1.2631
H 2.7876 5.1845 -1.5937
H 1.8590 3.1075 -0.6671
H 3.7151 0.8722 1.6392
H 4.1630 -0.0676 -0.6698
H 3.4329 -1.9063 -1.7404
H 0.8727 -4.5234 -2.3734
H 2.1849 -5.5653 -4.1034
H 4.3225 -6.5974 -4.7616
H 6.3409 -6.2347 -3.3836
H 6.2311 -4.8709 -1.3286
H 4.1060 -3.8311 -0.6560
C -4.7072 0.2522 1.4410
O -3.8305 1.2935 1.9418
C -2.5778 1.2467 1.5655
O -2.0919 0.4385 0.7756
N -1.8460 2.2273 2.1656
N -0.4867 2.2800 1.8917
H -5.6471 0.4055 1.9576
H -4.2911 -0.7245 1.6722
H -4.8397 0.3665 0.3680
H -2.2537 2.8044 2.8872
H 0.0764 1.8844 2.6434
H -0.1708 3.2273 1.7029
O -2.7787 -0.3196 -1.9895
S -2.3351 1.0212 -1.7606
N -0.8421 1.2209 -1.4645


Record 3
46
Properties=species:S:1:pos:R:3 method="wB97M-V/def2-TZVPD" charge=0 lumo_ev=0.15 orbital_gap_ev=7.62
C 3.5469 1.3284 2.8613
C 2.8991 0.5247 2.0527
C 1.3078 0.6800 2.4176
C 0.6046 0.3600 3.7177
C 0.4745 1.2729 1.5856
S 1.2292 1.5899 -0.3043
C -0.4485 1.9775 -0.7101
N -0.7412 2.5395 -1.9466
C 0.0087 1.9690 -3.0509
C 0.0302 0.5595 -3.4404
N -1.3691 -0.0107 -2.6795
C -1.3251 -0.4850 -1.5088
C -2.4744 -0.7890 -0.5898
C -2.2585 -1.2780 0.4909
C -1.3160 -2.0109 0.9943
C -0.1584 -2.0282 -0.0857
C 1.0544 -2.7190 0.3967
F 2.2427 -2.0691 -0.0034
F 1.0335 -4.1574 -0.0127
F 1.2539 -2.7570 1.9331
C -0.2077 -1.3500 -1.0768
C -2.3806 0.8134 -3.2153
C -2.1121 2.2640 -2.3959
N -1.4196 2.0242 0.2498
C -0.9269 1.3413 1.4331
O -1.4488 1.3076 2.4498
H 3.3921 1.3071 3.8127
H 3.3587 2.3310 2.3772
H 4.6896 1.1595 2.6139
H 3.0964 0.3156 1.0231
H 2.9124 -0.5523 2.3167
H -0.4279 -0.1095 3.7991
H 1.3499 -0.5781 4.1734
H 0.8999 1.2246 4.4425
H -0.2038 2.6318 -3.8634
H 1.0467 2.0924 -2.6271
H 0.9066 0.0104 -3.1407
H -0.3578 0.3681 -4.3358
H -3.3542 -0.2139 -0.9918
H -3.3411 -1.3124 1.2670
H -1.0060 -2.5365 1.6955
H 0.6302 -1.4275 -1.7688
H -2.3299 1.1242 -4.1562
H -3.4418 0.2658 -3.0137
H -2.8883 2.2438 -1.4880
H -2.4394 3.1977 -2.9406


Record 4
45
Properties=species:S:1:pos:R:3 method="wB97M-V/def2-TZVPD" e_above_lowest_kj_mol=0.00 smiles="COc1ccc(OC)c(S(=O)(=O)N2c3cc(F)ccc3CC[C@H]2C)c1" charge=0 lumo_ev=0.63 orbital_gap_ev=8.98
C -4.1373 -3.0588 1.1568
O -4.5044 -2.0373 0.2550
C -3.6647 -0.9843 0.1044
C -4.0410 -0.0103 -0.8231
C -3.2562 1.1000 -1.0590
C -2.0537 1.2749 -0.3721
O -1.1932 2.3086 -0.5406
C -1.6148 3.4104 -1.3151
C -1.6917 0.3047 0.5543
S -0.1957 0.5149 1.5161
O -0.2251 1.7980 2.1516
O -0.0528 -0.6410 2.3538
N 1.0510 0.5270 0.3818
C 1.6397 -0.6972 0.0827
C 0.8152 -1.7827 -0.2016
C 1.3815 -3.0055 -0.4917
F 0.5639 -4.0493 -0.7604
C 2.7504 -3.1916 -0.5329
C 3.5585 -2.1031 -0.2600
C 3.0307 -0.8588 0.0551
C 3.9525 0.2912 0.3593
C 3.2072 1.4515 1.0119
C 1.8854 1.7100 0.2844
C 2.0695 2.0932 -1.1828
C -2.4739 -0.8066 0.8013
H -4.0608 -2.6805 2.1803
H -3.1904 -3.5244 0.8691
H -4.9357 -3.7967 1.1016
H -4.9683 -0.1451 -1.3569
H -3.5863 1.8261 -1.7843
H -0.8318 4.1593 -1.2089
H -2.5586 3.8209 -0.9459
H -1.7205 3.1419 -2.3717
H -0.2549 -1.6707 -0.1916
H 3.1624 -4.1594 -0.7673
H 4.6321 -2.2232 -0.2779
H 4.4259 0.6268 -0.5687
H 4.7526 -0.0539 1.0179
H 2.9717 1.2023 2.0487
H 3.8223 2.3520 1.0059
H 1.3311 2.4994 0.7976
H 2.7110 2.9674 -1.2589
H 2.5120 1.2752 -1.7448
H 1.1031 2.3234 -1.6200
H -2.1179 -1.4988 1.5468


Record 5
43
Properties=species:S:1:pos:R:3 method="wB97M-V/def2-TZVPD" e_above_lowest_kj_mol=199.06 smiles="Cc1noc(C)c1C(=O)N1CCC(C(=O)c2ccccc2)CC1" charge=0 lumo_ev=0.15 orbital_gap_ev=9.50
C -4.0906 -0.9421 2.1336
C -4.0396 -1.0624 0.6562
N -4.6210 -2.0406 0.0171
O -4.4212 -1.8465 -1.3096
C -3.7158 -0.7195 -1.4941
C -3.3797 -0.2853 -2.8698
C -3.4149 -0.1747 -0.2727
C -2.7365 1.1204 -0.0120
O -3.2388 2.1730 -0.3609
N -1.5645 1.0559 0.6633
C -0.8085 -0.1477 0.9027
C 0.4717 -0.1520 0.0614
C 1.3021 1.1021 0.3660
C 2.5486 1.1072 -0.5080
O 2.6970 1.9160 -1.3957
C 3.5536 0.0401 -0.2631
C 3.6791 -0.6524 0.9402
C 4.6459 -1.6307 1.0826
C 5.4957 -1.9353 0.0314
C 5.3850 -1.2481 -1.1666
C 4.4256 -0.2653 -1.3095
C 0.4444 2.3420 0.1125
C -0.8341 2.2750 0.9435
H -4.4216 0.0572 2.4097
H -4.7814 -1.6799 2.5305
H -3.1052 -1.1063 2.5676
H -4.1767 -0.5730 -3.5505
H -3.2522 0.7941 -2.8834
H -2.4554 -0.7562 -3.2055
H -0.5446 -0.1908 1.9673
H -1.4130 -1.0212 0.6564
H 0.2036 -0.1526 -0.9976
H 1.0433 -1.0576 0.2700
H 1.6041 1.0854 1.4184
H 3.0430 -0.4207 1.7807
H 4.7394 -2.1577 2.0208
H 6.2460 -2.7028 0.1493
H 6.0490 -1.4777 -1.9864
H 4.3267 0.2842 -2.2337
H 0.1915 2.3939 -0.9476
H 1.0041 3.2428 0.3656
H -0.5917 2.2976 2.0127
H -1.4924 3.1124 0.7071


Record 6
44
Properties=species:S:1:pos:R:3 method="wB97M-V/def2-TZVPD" e_above_lowest_kj_mol=130.81 smiles="COc1ccc(CCNC(=S)NC(=O)c2ccccc2)cc1OC" charge=0 lumo_ev=0.17 orbital_gap_ev=8.10
C -0.0168 -0.5446 4.7780
O 0.7545 -0.1586 3.6637
C 0.7948 -0.9141 2.5295
C 1.4301 -0.2930 1.4584
C 1.5746 -0.9162 0.2361
C 1.0739 -2.1938 0.0466
C 1.1442 -2.8584 -1.2985
C -0.1551 -2.6073 -2.0871
N -0.4717 -1.2035 -2.1423
C 0.1198 -0.3645 -2.9898
S 1.0558 -0.8072 -4.2750
N -0.0868 0.9945 -2.7927
C -0.7017 1.6086 -1.7328
O -1.2722 0.9924 -0.8494
C -0.6420 3.0917 -1.7579
C -1.6776 3.7885 -1.1385
C -1.6810 5.1700 -1.1263
C -0.6413 5.8692 -1.7176
C 0.4048 5.1829 -2.3129
C 0.4083 3.8001 -2.3376
C 0.4396 -2.8240 1.1089
C 0.2983 -2.2191 2.3507
O -0.3017 -2.8432 3.4191
C -0.8127 -4.1397 3.2469
H 0.0531 0.2921 5.4735
H -1.0629 -0.7057 4.5086
H 0.3764 -1.4458 5.2529
H 1.8082 0.7037 1.6212
H 2.0804 -0.4061 -0.5702
H 1.9784 -2.4509 -1.8709
H 1.2855 -3.9350 -1.1967
H -0.0401 -2.9751 -3.1099
H -0.9941 -3.1156 -1.6084
H -0.9157 -0.7734 -1.3311
H 0.3315 1.5707 -3.5123
H -2.4738 3.2249 -0.6764
H -2.4924 5.7026 -0.6536
H -0.6406 6.9489 -1.7081
H 1.2244 5.7275 -2.7574
H 1.2494 3.2839 -2.7783
H 0.0576 -3.8209 0.9536
H -1.2332 -4.4154 4.2133
H -1.6037 -4.1674 2.4900
H -0.0263 -4.8537 2.9804


Record 7
45
Properties=species:S:1:pos:R:3 method="wB97M-V/def2-TZVPD" e_above_lowest_kj_mol=122.11 smiles="CC[C@@H](Cc1ccccc1)NS(=O)(=O)c1ccc2c(c1)NC(=O)CO2" charge=0 lumo_ev=0.46 orbital_gap_ev=9.38
C 1.3791 0.7957 -0.2537
C 0.7837 0.2024 1.0176
C 0.6177 -1.3132 0.9239
C 0.2701 -1.9373 2.2902
C 1.3926 -1.7774 3.2737
C 1.3261 -0.8256 4.2834
C 2.3741 -0.6655 5.1730
C 3.5059 -1.4550 5.0630
C 3.5820 -2.4077 4.0612
C 2.5324 -2.5667 3.1743
N -0.3863 -1.6304 -0.0810
S -1.9498 -1.0414 0.0264
O -2.7800 -2.0721 -0.5270
O -2.2622 -0.5281 1.3298
C -1.9123 0.3188 -1.1331
C -2.0916 1.6195 -0.7080
C -2.0562 2.6510 -1.6312
C -1.8436 2.3732 -2.9754
C -1.6524 1.0472 -3.3941
C -1.6945 0.0205 -2.4644
N -1.3786 0.8081 -4.7392
C -1.4654 1.7598 -5.7038
O -1.1724 1.5532 -6.8563
C -2.0289 3.0891 -5.2150
O -1.7805 3.4037 -3.8582
H 1.4178 1.8798 -0.1829
H 0.7794 0.5276 -1.1196
H 2.3905 0.4247 -0.4055
H 1.4418 0.4218 1.8604
H -0.1910 0.6429 1.2227
H 1.5607 -1.7479 0.5651
H 0.0651 -3.0006 2.1362
H -0.6385 -1.4635 2.6612
H 0.4421 -0.2110 4.3731
H 2.3068 0.0765 5.9552
H 4.3239 -1.3315 5.7572
H 4.4604 -3.0304 3.9731
H 2.5945 -3.3176 2.3990
H -0.4372 -2.6149 -0.2945
H -2.2687 1.8090 0.3379
H -2.1883 3.6780 -1.3325
H -1.5589 -1.0072 -2.7605
H -1.0951 -0.1227 -5.0168
H -3.1155 3.0646 -5.3993
H -1.5990 3.9008 -5.8058


Record 8
48
Properties=species:S:1:pos:R:3 method="wB97M-V/def2-TZVPD" e_above_lowest_kj_mol=0.00 charge=+2 lumo_ev=-6.81 orbital_gap_ev=8.40
Pd 0.0372 -0.2881 -0.6164
C 2.2196 -3.6656 1.0030
C 3.4227 -3.5356 0.3360
C 3.5583 -2.5598 -0.6467
C 2.4847 -1.7408 -0.9255
N 1.3180 -1.8551 -0.2389
C 1.1875 -2.7905 0.6946
C 2.4689 -0.7209 -1.9974
C 3.4309 -0.4855 -2.9657
C 3.1962 0.5107 -3.9040
C 2.0243 1.2599 -3.8695
C 1.0920 0.9868 -2.8846
N 1.3481 0.0061 -2.0062
C -0.2171 1.6482 -2.6758
C -0.6661 2.7354 -3.3927
C -1.9296 3.2499 -3.1165
C -2.7074 2.6562 -2.1425
C -2.1979 1.5673 -1.4474
N -0.9906 1.0815 -1.7111
H 2.0718 -4.4244 1.7576
H 4.2504 -4.1933 0.5642
H 4.4868 -2.4555 -1.1897
H 0.2331 -2.8356 1.2018
H 4.3352 -1.0752 -3.0002
H 3.9310 0.7035 -4.6737
H 1.8396 2.0303 -4.6036
H -0.0502 3.1788 -4.1619
H -2.2973 4.1056 -3.6662
H -3.6943 3.0259 -1.9054
H -2.7591 1.0656 -0.6711
O -1.3934 -0.1521 0.9678
S -0.5823 0.5749 1.9636
O -1.2698 0.9725 3.1597
O 0.6615 -0.2232 2.3771
O 0.1155 1.7739 1.3530
C 1.6200 0.5865 5.0649
Sb 1.4386 1.6484 3.2609
C 0.7655 3.5824 3.7267
C 3.2823 1.6680 2.2538
H 2.1439 1.2183 5.7823
H 2.1758 -0.3303 4.8874
H 0.6198 0.3617 5.4297
H 1.5019 4.0236 4.3993
H -0.1963 3.4904 4.2266
H 0.6672 4.1675 2.8172
H 3.9786 2.2491 2.8594
H 3.1745 2.1368 1.2793
H 3.6504 0.6491 2.1615


Record 9
46
Properties=species:S:1:pos:R:3 method="wB97M-V/def2-TZVPD" e_above_lowest_kj_mol=0.00 smiles="CCCc1nn2c(=O)cc(CSCC(=O)Nc3cccc(C)c3)nc2s1" charge=0 lumo_ev=0.25 orbital_gap_ev=8.71
C 1.3045 2.3194 -3.6291
C 1.8966 0.9369 -3.8744
C 2.3904 0.2722 -2.5847
C 1.3368 -0.4435 -1.8268
N 1.5595 -1.5105 -1.1737
N 0.4745 -1.9839 -0.5492
C 0.4995 -3.1812 0.2316
O 1.5101 -3.8262 0.3296
C -0.7935 -3.4526 0.8002
C -1.8739 -2.6549 0.5727
C -3.2112 -2.9403 1.1672
S -3.6950 -1.6919 2.4124
C -2.3104 -1.8402 3.5805
C -0.9995 -1.2521 3.0667
O 0.0579 -1.7927 3.2978
N -1.1727 -0.0926 2.3889
C -0.2190 0.6916 1.7337
C 1.1314 0.3566 1.6868
C 2.0067 1.1774 0.9999
C 1.5576 2.3229 0.3650
C 0.2121 2.6664 0.4040
C -0.2985 3.8984 -0.2786
C -0.6666 1.8421 1.0911
N -1.8165 -1.5423 -0.2056
C -0.6678 -1.2592 -0.7175
S -0.3478 0.1031 -1.7433
H 0.4715 2.2702 -2.9330
H 0.9453 2.7452 -4.5625
H 2.0591 2.9858 -3.2172
H 2.7416 1.0313 -4.5583
H 1.1542 0.2962 -4.3534
H 3.1728 -0.4586 -2.7970
H 2.8203 1.0353 -1.9296
H -0.8592 -4.3299 1.4226
H -3.2353 -3.9185 1.6456
H -3.9887 -2.8674 0.4077
H -2.1605 -2.8880 3.8405
H -2.6210 -1.2954 4.4737
H -2.1349 0.2021 2.2556
H 1.4851 -0.5336 2.1791
H 3.0529 0.9124 0.9619
H 2.2554 2.9592 -0.1602
H -0.6557 4.6159 0.4593
H -1.1328 3.6533 -0.9340
H 0.4832 4.3708 -0.8675
H -1.7184 2.0911 1.1214


Record 10
48
Properties=species:S:1:pos:R:3 method="wB97M-V/def2-TZVPD" e_above_lowest_kj_mol=122.09 smiles="CCN(CC)S(=O)(=O)c1cccc(NC(=O)COc2ncnc3sccc23)c1" charge=0 lumo_ev=0.40 orbital_gap_ev=9.29
C -2.8483 -2.2895 1.0359
C -2.2458 -0.9031 1.2346
N -2.7286 0.0321 0.2399
C -3.6144 1.1024 0.6249
C -5.0007 0.5952 1.0088
S -1.8525 0.2550 -1.1379
O -2.7384 0.7247 -2.1610
O -1.0944 -0.9422 -1.3708
C -0.6651 1.5618 -0.7940
C -0.8026 2.8380 -1.3063
C 0.2276 3.7487 -1.1239
C 1.3888 3.3860 -0.4595
C 1.5109 2.1016 0.0586
N 2.6876 1.6202 0.6506
C 3.9156 1.7193 0.0553
O 4.2949 2.6529 -0.6032
C 4.7286 0.4274 0.2543
O 4.0828 -0.6062 -0.4892
C 3.0680 -1.2714 0.0689
N 2.7893 -1.1110 1.3579
C 1.7684 -1.7950 1.8751
N 0.9525 -2.5937 1.2385
C 1.1981 -2.7380 -0.0618
S 0.2384 -3.6717 -1.1408
C 1.2672 -3.2351 -2.4586
C 2.2930 -2.4242 -2.1158
C 2.2768 -2.1173 -0.7313
C 0.4641 1.1967 -0.0984
H -2.4220 -2.9814 1.7574
H -2.6101 -2.6354 0.0342
H -3.9281 -2.2647 1.1526
H -2.4805 -0.5127 2.2290
H -1.1606 -0.9864 1.1459
H -3.6941 1.7485 -0.2504
H -3.1816 1.6831 1.4538
H -4.9526 -0.0303 1.8964
H -5.4158 0.0145 0.1903
H -5.6560 1.4381 1.2124
H -1.6899 3.0862 -1.8657
H 0.1372 4.7461 -1.5259
H 2.2124 4.0748 -0.3658
H 2.5564 0.7747 1.2058
H 4.8012 0.1548 1.3112
H 5.7171 0.5407 -0.1924
H 1.5898 -1.6441 2.9310
H 1.0350 -3.6124 -3.4352
H 3.0302 -2.0418 -2.7969
H 0.5501 0.1842 0.2614


Number 1: F_max 0.96 eV/Å. Number 2: F_max 0.72 eV/Å. Number 3: F_max 17.71 eV/Å. Number 4: F_max 1.32 eV/Å. Number 5: F_max 1.25 eV/Å. Number 6: F_max 0.65 eV/Å. Number 7: F_max 0.86 eV/Å. Number 8: F_max 1.30 eV/Å. Number 9: F_max 1.45 eV/Å. Number 10: F_max 1.10 eV/Å.